# C27H37NO9

4 unconnected molecules or ions with the total composition C27H37NO9 at a distorted geometry (ωB97M-V/def2-TZVPD, OMol25).

Output
* E_LUMO: -1.87 eV
* SMILES: N#COc1cccc2c1C(=O)c1ccccc1C2=O.COCCOC.COCCOC.COCCOC
* HOMO-LUMO gap: 7.270 eV
* E_HOMO: -9.14 eV

Geometry (Å):
N 5.1269 3.0848 0.7681
C 4.1660 2.2430 0.4638
O 2.9991 1.3670 0.2737
C 2.6536 0.8625 1.6184
C 3.7045 -0.1782 2.3995
C 3.3550 -0.7962 3.9114
C 1.9301 -0.4125 4.6758
C 0.9207 0.5978 3.8701
C 1.2376 1.2541 2.3659
C 0.0759 2.2440 1.6818
O 0.3768 3.3953 1.0537
C -1.4906 1.6992 1.8965
C -2.6337 1.7987 0.7106
C -4.1159 1.1697 1.0652
C -4.4655 0.4640 2.5329
C -3.3092 0.4172 3.7325
C -1.8079 1.0420 3.4015
C -0.5636 1.0144 4.5189
O -0.7435 1.3396 5.8091
H 4.7249 -0.5129 1.8782
H 4.0862 -1.5416 4.4423
H 1.6382 -0.8376 5.7473
H -2.3728 2.2857 -0.3225
H -4.9502 1.1843 0.2453
H -5.5311 -0.0052 2.7460
H -3.5183 -0.0774 4.7946
C 1.7972 0.3571 -5.6131
O 1.3215 1.0733 -4.4796
C 2.1802 0.9203 -3.3436
C 3.0574 2.1575 -3.1420
O 4.0085 2.3009 -4.2007
C 3.6208 3.2942 -5.1436
H 1.2256 0.6808 -6.4871
H 2.8559 0.5499 -5.8002
H 1.6355 -0.7157 -5.4667
H 2.7916 0.0153 -3.4338
H 1.5322 0.8018 -2.4691
H 3.6293 2.0391 -2.2143
H 2.4440 3.0653 -3.0420
H 3.7517 4.2894 -4.7080
H 2.5827 3.1653 -5.4644
H 4.2682 3.2056 -6.0205
C 0.6032 -7.0851 5.2728
O -0.6014 -6.3640 5.0420
C -0.5747 -5.0616 5.6373
C -0.3051 -3.9795 4.5899
O 1.0218 -4.0800 4.0655
C 1.0488 -4.6870 2.7782
H 0.6034 -7.9669 4.6264
H 1.4861 -6.4852 5.0415
H 0.6417 -7.4155 6.3157
H 0.1615 -5.0164 6.4478
H -1.5646 -4.8911 6.0730
H -0.3847 -2.9961 5.0678
H -1.0492 -4.0181 3.7806
H 0.6604 -3.9881 2.0312
H 0.4672 -5.6134 2.7546
H 2.0879 -4.9235 2.5326
C -2.5320 3.8245 -5.1345
O -2.0785 2.4856 -5.2951
C -1.6257 1.9163 -4.0613
C -2.6729 0.9700 -3.4708
O -3.8383 1.6817 -3.0452
C -4.9140 1.5574 -3.9690
H -3.0518 4.1218 -6.0494
H -3.2243 3.9208 -4.2953
H -1.6751 4.4895 -4.9870
H -1.3549 2.6997 -3.3445
H -0.7213 1.3427 -4.2891
H -2.2524 0.4869 -2.5812
H -2.9384 0.1777 -4.1864
H -5.3399 0.5512 -3.9081
H -4.5928 1.7608 -4.9949
H -5.6853 2.2833 -3.6967

# C51H38AsCl4N8S5Sm

A molecular structure, C51H38AsCl4N8S5Sm at a distorted geometry (ωB97M-V/def2-TZVPD, OMol25).

Output
* expectation value of S²: 8.76
* E_LUMO (alpha / beta): 3.17 / 3.17 eV
* ΔE to the lowest compared entry with this formula, charge and spin: 0.00 kcal per mole
* net charge: -2
* HOMO-LUMO gap (alpha / beta): 4.453 / 4.452 eV
* E_HOMO (alpha / beta): -1.28 / -1.29 eV
* multiplicity: 6

Geometry (Å):
Sm -0.7155 0.1663 -0.3446
Cl -0.4905 -8.8160 3.6137
C -0.5502 -7.2154 2.9378
C 0.0300 -6.9731 1.7055
C -0.0122 -5.6954 1.1793
C -0.6235 -4.6480 1.8696
C -1.2070 -4.9313 3.1082
C -1.1806 -6.2023 3.6425
C -0.6188 -3.2604 1.3912
C 0.6348 -2.6631 1.1533
C 1.9073 -3.3333 1.2542
C 2.8597 -2.3870 1.0564
C 2.1696 -1.1356 0.8819
C 2.8171 0.1161 0.8882
C 4.2894 0.0996 0.8591
C 4.9912 -0.4765 -0.2011
C 6.3736 -0.5180 -0.2105
C 7.0736 0.0277 0.8517
Cl 8.8126 -0.0310 0.8674
C 6.4073 0.6043 1.9191
C 5.0269 0.6364 1.9162
C 2.1872 1.3641 1.0383
N 0.8488 1.5565 1.1200
C 0.6547 2.8834 1.3395
C -0.5833 3.5156 1.4897
C -0.5680 4.9709 1.7599
C -0.2357 5.8823 0.7617
C -0.2076 7.2399 1.0288
C -0.5057 7.6825 2.3055
Cl -0.4472 9.3836 2.6588
C -0.8461 6.7982 3.3134
C -0.8819 5.4450 3.0303
C -1.8412 2.9043 1.4000
C -3.0949 3.6166 1.4608
C -4.0717 2.6810 1.3667
C -3.4117 1.4002 1.2691
N -2.0651 1.5730 1.2603
C -4.0644 0.1534 1.2452
C -3.4275 -1.0959 1.2013
C -4.0996 -2.3611 1.3851
C -3.1334 -3.3038 1.4778
C -1.8680 -2.6170 1.3391
N -2.0825 -1.2940 1.1433
C -5.5328 0.1509 1.3670
C -6.3283 -0.4278 0.3790
C -7.7045 -0.4571 0.5090
C -8.2853 0.0940 1.6388
Cl -10.0127 0.0324 1.8275
C -7.5216 0.6850 2.6305
C -6.1466 0.7098 2.4874
C 1.9229 3.5677 1.3928
C 2.8745 2.6296 1.1797
N 0.8270 -1.3426 0.9128
H 0.5187 -7.7741 1.1702
H 0.4388 -5.5056 0.2181
H -1.6621 -4.1265 3.6661
H -1.6232 -6.4035 4.6071
H 2.0700 -4.3733 1.4738
H 3.9267 -2.5210 1.0660
H 4.4385 -0.8992 -1.0285
H 6.9153 -0.9718 -1.0277
H 6.9604 1.0149 2.7509
H 4.5046 1.0569 2.7621
H -0.0067 5.5185 -0.2287
H 0.0416 7.9495 0.2549
H -1.0748 7.1634 4.3039
H -1.1452 4.7420 3.8071
H -3.2015 4.6848 1.5309
H -5.1318 2.8468 1.3405
H -5.1615 -2.5081 1.4501
H -3.2686 -4.3665 1.5771
H -5.8536 -0.8377 -0.5009
H -8.3197 -0.9030 -0.2593
H -7.9952 1.1122 3.5027
H -5.5333 1.1575 3.2565
H 2.0565 4.6205 1.5562
H 3.9335 2.7887 1.1122
S -0.3856 0.0102 -4.4197
As -1.3331 1.4999 -3.1559
S -2.9061 0.6889 -1.9100
S 0.0983 2.4366 -1.8046
S -2.0001 2.9241 -4.5743
N 0.1183 -2.8391 -3.2478
C -0.7672 -3.4355 -2.4527
N -0.6515 -4.7851 -2.2465
S -2.0351 -2.6247 -1.7591
H 0.8247 -3.3832 -3.7170
H -0.0686 -1.8733 -3.5967
H 0.2473 -5.2244 -2.3751
H -1.2358 -5.1538 -1.5125
N 1.2493 -0.5597 -1.7330
C 1.9902 -0.0980 -2.4925
N 2.9332 0.3409 -3.2641
C 3.0328 1.7651 -3.5761
C 3.5543 1.9686 -4.9963
C 2.8639 0.9614 -5.9092
C 3.2898 -0.4724 -5.5717
C 3.6678 -0.5930 -4.0871
H 3.6802 2.2516 -2.8322
H 2.0312 2.2051 -3.4828
H 4.6426 1.8481 -5.0383
H 3.3124 2.9845 -5.3120
H 3.0801 1.1756 -6.9560
H 1.7851 1.0498 -5.7557
H 4.1519 -0.7816 -6.1701
H 2.4577 -1.1384 -5.7962
H 4.7383 -0.3896 -3.9532
H 3.4686 -1.6039 -3.7206

# C31H37ClF3IrN7O5

A molecular structure, C31H37ClF3IrN7O5 at a distorted geometry (ωB97M-V/def2-TZVPD, OMol25).

Output
* expectation value of S²: 0.77
* E_LUMO (alpha / beta): -6.95 / -8.21 eV
* ΔE to the lowest compared entry with this formula, charge and spin: 44.02 kcal per mole
* net charge: +2
* HOMO-LUMO gap (alpha / beta): 5.774 / 4.383 eV
* E_HOMO (alpha / beta): -12.73 / -12.59 eV
* multiplicity: 2

Geometry (Å):
Ir -0.6181 -0.2721 -0.0929
Cl 1.0908 -4.0742 6.1949
C 0.5035 -3.4850 4.7101
C -0.8075 -3.7923 4.2979
C -1.2790 -3.3272 3.1068
C -0.4577 -2.5561 2.2183
O -0.9044 -2.2386 1.0748
C 0.8666 -2.2159 2.6845
C 1.7497 -1.3553 1.9190
O 1.4935 -0.7848 0.8764
C 1.3159 -2.6912 3.9024
H -1.4342 -4.4034 4.9324
H -2.2849 -3.5647 2.7884
H 2.7464 -1.2054 2.3667
H 2.3129 -2.4284 4.2324
F -1.0496 0.7081 -2.8755
C -1.6346 -0.2012 -2.0892
F -1.5447 -1.3705 -2.7315
F -2.9456 0.1056 -2.0793
C 5.3896 -1.7680 -2.0167
O 4.2829 -1.0306 -2.5219
C 4.0262 0.1885 -2.0206
C 4.5796 0.6829 -0.8430
C 4.2998 1.9673 -0.4166
C 3.4639 2.7879 -1.1580
C 2.9193 2.3190 -2.3384
C 3.1747 1.0239 -2.7712
N 2.6646 0.6226 -4.0304
C 2.1942 -0.5447 -4.4522
C 1.7130 -1.6647 -3.7419
C 1.6573 -2.8937 -4.4438
C 1.2179 -4.0449 -3.8598
C 0.7531 -4.0148 -2.5341
C 0.7272 -2.8468 -1.8322
C 1.1750 -1.6107 -2.3908
O 1.0094 -0.5111 -1.7692
H 5.5910 -2.5342 -2.7598
H 5.1484 -2.2427 -1.0636
H 6.2707 -1.1360 -1.8996
H 5.2334 0.0543 -0.2548
H 4.7494 2.3363 0.4952
H 3.2621 3.7966 -0.8235
H 2.2689 2.9475 -2.9351
H 2.7453 1.3406 -4.7377
H 2.1603 -0.6301 -5.5337
H 2.0223 -2.9182 -5.4632
H 1.2239 -4.9747 -4.4084
H 0.3930 -4.9269 -2.0769
H 0.2982 -2.7859 -0.8391
C -2.0016 3.2660 2.9997
N -0.9468 2.4212 2.4573
C -0.8007 1.1195 3.0747
C -0.4292 2.6515 1.2335
N 0.0599 1.6603 0.5107
N -0.3572 3.9286 0.8038
C 0.0031 5.0289 1.6847
C -0.2614 4.2152 -0.6159
H -2.8104 2.6311 3.3642
H -2.3990 3.9084 2.2186
H -1.6452 3.8735 3.8337
H -1.0024 1.2133 4.1405
H 0.2163 0.7533 2.9410
H -1.4948 0.3857 2.6502
H 0.6072 1.9700 -0.2832
H 0.1989 4.6698 2.6907
H -0.7833 5.7852 1.7106
H 0.9154 5.4995 1.3112
H 0.7733 4.2149 -0.9749
H -0.6676 5.2120 -0.7805
H -0.8588 3.5006 -1.1792
C -6.2972 -1.0232 0.4064
N -5.0207 -0.3393 0.4680
C -4.8682 1.0884 0.2860
C -3.3558 1.2458 0.3163
O -2.7400 2.2761 0.2055
N -2.8095 -0.0087 0.4988
C -3.8182 -0.9051 0.5306
N -3.6114 -2.2093 0.6620
H -7.0846 -0.3200 0.6652
H -6.3273 -1.8435 1.1238
H -6.4900 -1.4073 -0.5976
H -5.3383 1.6607 1.0882
H -5.2787 1.4267 -0.6681
H -2.6470 -2.5179 0.6790
H -4.3621 -2.8680 0.5492